The following is a DFT calculation (wB97M-V/def2-TZVPD) of a molecular structure, C5H20F2N10O5V in a non-equilibrium geometry.

The geometry in XYZ format:
```
43
Properties=species:S:1:pos:R:3:forces:R:3:mulliken_spin:R:1
V 0.183 -0.429 0.056 2.07 -0.10 1.71 1.9571
F -0.303 -2.381 -0.002 0.53 3.01 -0.22 0.0094
F 0.709 1.587 0.227 -0.83 -1.91 -0.35 0.0190
C -0.727 -0.893 -3.228 2.13 -0.47 2.60 -0.0126
O -0.286 -0.357 -2.155 -0.87 1.07 0.34 0.3853
N 0.120 -1.353 -4.092 2.15 0.25 -1.21 0.0457
N -1.923 -1.250 -3.452 -4.00 -0.24 -0.19 -0.0025
H 1.082 -1.113 -3.902 0.33 -0.62 -0.53 0.0003
H -0.204 -2.106 -4.682 0.92 0.11 -0.20 -0.0022
H -2.009 -1.785 -4.305 -1.15 0.11 0.30 0.0004
H -2.648 -1.175 -2.753 0.15 -0.29 -0.37 -0.0041
C 2.288 -0.006 2.500 -1.14 1.10 -2.19 -0.0008
O 1.750 -0.609 1.565 -0.82 -0.76 -1.40 0.0156
N 2.965 -0.568 3.388 3.27 -5.50 4.60 0.0027
N 2.314 1.273 2.690 -1.84 3.96 -1.58 0.0028
H 3.098 -1.567 3.314 0.03 0.05 0.32 -0.0002
H 3.320 -0.099 4.209 0.12 -0.21 -0.39 -0.0005
H 1.867 1.739 1.913 -0.19 0.99 0.19 0.0002
H 2.674 1.736 3.512 -0.04 -0.05 -0.54 0.0007
C -2.837 1.454 -0.305 1.57 1.81 2.56 -0.0236
O -1.944 0.615 -0.170 2.51 -1.89 -0.38 0.4009
N -3.839 1.292 -1.038 -4.66 -1.40 -4.03 0.0052
N -2.907 2.576 0.398 0.83 0.64 0.93 0.0769
H -4.537 2.022 -1.062 -0.02 -0.28 -0.47 0.0000
H -4.005 0.470 -1.601 0.03 0.19 0.29 0.0013
H -3.834 2.973 0.461 0.53 0.51 0.51 -0.0013
H -2.120 2.892 0.947 -0.19 0.05 0.07 -0.0040
C 2.739 -0.170 -2.077 -1.12 -0.05 1.86 -0.0060
O 2.140 -0.512 -1.055 -1.20 -0.63 1.02 0.0496
N 3.242 -1.022 -2.917 0.50 -3.17 -1.51 0.0022
N 2.963 1.031 -2.438 0.24 5.54 -1.06 0.0052
H 3.815 -0.636 -3.654 0.42 -0.91 0.24 0.0000
H 3.421 -1.883 -2.419 0.42 -0.54 -0.92 -0.0004
H 2.714 1.861 -1.919 -0.38 -0.41 0.29 0.0002
H 3.359 1.229 -3.346 0.12 0.03 0.30 0.0002
C -1.346 -0.500 2.989 1.34 -0.27 0.70 -0.0013
O -0.741 -0.333 1.957 1.55 0.82 -3.34 0.0648
N -0.830 -0.235 4.164 1.02 0.96 1.46 0.0073
N -2.498 -1.048 3.044 -4.37 -1.34 -0.19 0.0072
H 0.148 0.014 4.183 -0.36 0.12 0.58 0.0004
H -1.428 -0.425 4.956 1.01 0.15 0.35 -0.0003
H -3.013 -0.925 3.904 -0.43 -0.57 -0.47 0.0004
H -2.931 -1.384 2.196 -0.12 0.10 0.34 -0.0010
```
Forces are in eV/Å.

Values from the calculation:
- charge = +2
- orbital gap (spin up / spin down) (eV) = 9.3 / 4.0
- E_HOMO (spin up / spin down) (eV) = -15.28 / -15.27
- E_LUMO (spin up / spin down) (eV) = -6.0 / -11.3
- ⟨S²⟩ = 3.76
- relative energy (zero: lowest compared OMol25 entry of this formula, charge and spin) (eV) = 0.238
- multiplicity = 4
- maximum force (eV/A) = 7.881

The following is a DFT calculation (wB97M-V/def2-TZVPD) of a molecular structure, C5H20FN10NiO5 in a non-equilibrium geometry.

The geometry in XYZ format:
```
42
Properties=species:S:1:pos:R:3:forces:R:3:mulliken_spin:R:1
Ni 0.227 0.807 -0.049 0.12 1.63 0.78 1.8270
F 0.393 2.878 0.183 -0.22 -1.81 -0.06 0.0521
C -0.802 0.439 -3.098 1.05 -0.60 3.74 0.0030
O -0.532 0.501 -1.905 0.84 1.13 0.33 0.0232
N -0.039 0.715 -4.087 4.13 2.50 -1.93 -0.0006
N -1.858 -0.148 -3.436 -7.20 -3.36 -2.32 -0.0001
H 0.706 1.279 -3.705 0.48 0.30 -1.12 0.0003
H -0.314 0.743 -5.058 0.18 0.13 0.38 0.0002
H -2.185 -0.120 -4.391 0.03 -0.20 0.22 0.0005
H -2.440 -0.677 -2.802 0.33 0.57 0.04 0.0000
C -0.362 -2.278 0.207 3.03 1.49 0.12 0.0055
O 0.113 -1.240 -0.170 1.08 1.45 -0.90 0.0161
N 0.373 -3.231 0.718 2.93 -3.25 1.96 0.0006
N -1.583 -2.615 0.168 -6.19 -1.47 -0.58 0.0006
H -0.048 -3.998 1.222 0.13 0.12 -0.21 0.0004
H 1.373 -3.178 0.853 -0.41 0.53 -0.11 0.0000
H -2.241 -2.150 -0.441 0.29 0.05 0.39 0.0002
H -1.761 -3.584 0.390 -0.58 0.32 -0.29 0.0001
C 3.036 0.008 -1.310 -3.37 5.88 3.06 0.0072
O 2.201 0.674 -0.625 1.32 0.41 -1.50 0.0166
N 3.844 0.490 -2.208 -0.02 2.16 -2.08 0.0036
N 3.249 -1.184 -1.049 1.28 -7.96 1.09 -0.0001
H 4.732 0.034 -2.360 -0.20 0.68 -0.31 0.0003
H 3.525 1.411 -2.474 1.15 0.18 -0.54 0.0000
H 3.098 -1.551 -0.120 -0.55 -0.17 -0.61 0.0000
H 3.349 -1.726 -1.895 0.47 -0.92 0.80 0.0003
C -2.908 0.892 1.031 2.04 -0.53 -1.42 0.0021
O -1.850 0.633 0.556 4.53 -0.91 -2.36 0.0132
N -3.045 1.602 2.055 -1.53 3.75 6.18 0.0003
N -3.959 0.431 0.476 -4.31 -2.39 -2.17 0.0003
H -3.793 1.325 2.675 0.09 0.78 0.14 0.0000
H -2.336 2.240 2.387 0.09 -0.49 -0.09 0.0001
H -4.887 0.576 0.849 0.14 -0.19 -0.48 0.0001
H -3.724 -0.226 -0.254 -0.87 0.11 0.14 -0.0001
C 1.115 0.984 2.993 2.33 1.02 -5.53 0.0054
O 0.817 0.397 1.963 -0.20 -0.88 -1.04 0.0183
N 2.053 1.898 3.139 3.16 2.61 -2.37 0.0015
N 0.617 0.825 4.106 -4.56 -2.29 8.55 0.0021
H 2.107 2.465 3.973 0.21 -0.01 -0.56 0.0000
H 2.440 2.283 2.290 -0.10 0.28 0.05 -0.0004
H 0.243 -0.059 4.420 -0.27 0.31 -0.14 -0.0003
H 1.056 1.435 4.780 -0.84 -0.98 0.75 0.0002
```
Forces are in eV/Å.

Values from the calculation:
- charge = +1
- orbital gap (spin up / spin down) (eV) = 9.1 / 8.9
- E_HOMO (spin up / spin down) (eV) = -11.21 / -11.09
- E_LUMO (spin up / spin down) (eV) = -2.1 / -2.1
- ⟨S²⟩ = 2.00
- relative energy (zero: lowest compared OMol25 entry of this formula, charge and spin) (eV) = 5.533
- multiplicity = 3
- maximum force (eV/A) = 9.951

The following is a DFT calculation (wB97M-V/def2-TZVPD) of a molecular structure, C5H20FeN10O9P in a non-equilibrium geometry.

The geometry in XYZ format:
```
46
Properties=species:S:1:pos:R:3:forces:R:3:mulliken_spin:R:1
Fe 11.995 -12.228 13.103 0.10 -0.66 0.46 3.6864
P 11.596 -10.271 14.369 0.76 0.09 0.76 -0.0276
O 12.304 -10.186 12.946 -0.01 1.36 -0.44 0.0747
O 12.583 -11.315 15.006 -0.21 -0.21 0.53 0.0644
O 10.361 -11.147 13.933 -0.70 0.36 0.20 0.0749
O 11.324 -9.023 15.133 0.00 -0.20 -0.43 0.0039
C 10.021 -14.373 13.916 -0.54 1.43 0.93 0.0079
O 11.205 -14.049 14.065 0.57 -0.93 -0.58 0.0278
N 9.595 -15.665 13.976 -0.46 -0.63 -0.24 0.0034
N 9.077 -13.412 13.794 0.36 -1.04 -0.22 0.0005
H 10.185 -16.426 14.253 0.40 0.31 -0.01 -0.0005
H 8.610 -15.849 14.036 0.00 0.06 -0.02 -0.0002
H 9.455 -12.437 13.901 -0.21 0.29 0.07 -0.0019
H 8.114 -13.685 13.834 -0.11 0.30 -0.04 0.0002
C 15.047 -13.720 15.540 0.05 -1.94 0.84 -0.0005
O 15.857 -14.640 15.310 0.05 0.40 -0.60 0.0003
N 13.748 -13.764 15.181 1.04 1.48 0.99 0.0036
N 15.405 -12.669 16.342 -0.66 -0.38 -0.71 0.0003
H 13.309 -12.850 15.342 -1.06 -0.30 -0.46 -0.0014
H 13.239 -14.575 14.894 0.18 -0.07 -0.21 0.0010
H 14.657 -12.073 16.651 0.43 0.56 0.05 0.0006
H 16.382 -12.558 16.518 -0.04 0.28 0.19 0.0000
C 10.569 -11.323 10.572 -0.44 0.89 -0.28 0.0107
O 11.037 -12.212 11.278 0.29 -0.87 -0.98 0.0248
N 10.135 -10.167 11.090 0.10 -0.14 0.51 0.0053
N 10.443 -11.446 9.200 -0.23 0.02 0.11 0.0038
H 9.576 -9.480 10.623 0.12 -0.07 -0.26 0.0007
H 10.397 -10.035 12.070 -0.14 -0.01 0.02 -0.0016
H 10.307 -10.591 8.691 0.08 -0.03 -0.09 0.0004
H 10.937 -12.173 8.717 0.04 -0.14 0.24 0.0000
C 14.482 -13.780 11.666 0.89 0.50 0.78 -0.0001
O 13.551 -13.310 12.302 -0.23 -0.47 -0.41 0.0401
N 14.601 -13.636 10.328 -0.17 -0.11 -0.80 -0.0002
N 15.534 -14.426 12.276 -0.56 -0.07 -0.43 -0.0006
H 13.935 -13.087 9.819 -0.11 0.17 0.29 -0.0005
H 15.330 -14.064 9.791 0.10 -0.07 0.22 0.0002
H 16.433 -14.209 11.882 0.13 -0.18 0.19 0.0003
H 15.475 -14.519 13.287 0.26 0.10 0.08 -0.0004
C 15.265 -10.019 11.168 0.12 -0.10 -0.03 0.0001
O 16.169 -10.041 10.327 0.05 -0.12 0.18 0.0000
N 15.459 -9.761 12.497 -0.22 0.10 0.04 0.0002
N 13.962 -10.258 10.882 -0.08 0.17 0.09 -0.0008
H 16.384 -9.708 12.874 0.06 0.02 -0.13 0.0000
H 14.658 -9.818 13.114 0.08 -0.08 0.09 -0.0010
H 13.753 -10.504 9.935 -0.08 0.22 -0.06 0.0004
H 13.251 -10.103 11.630 0.01 -0.28 -0.41 0.0005
```
Forces are in eV/Å.

Values from the calculation:
- charge = -1
- orbital gap (spin up / spin down) (eV) = 7.0 / 6.6
- E_HOMO (spin up / spin down) (eV) = -4.48 / -4.07
- E_LUMO (spin up / spin down) (eV) = 2.5 / 2.5
- ⟨S²⟩ = 6.01
- relative energy (zero: lowest compared OMol25 entry of this formula, charge and spin) (eV) = 0.165
- multiplicity = 5
- maximum force (eV/A) = 2.117

| no. | calculated total energy (eV) |
| --- | --- |
| 1 | -61759.57159 |
| 2 | -74405.53361 |
| 3 | -82526.25448 |